A molecular structure, C28H28O2PPtSb at a distorted geometry. Source: OMol25; level of theory: ωB97M-V with the def2-TZVPD basis set.

The geometry in ORCA input format:
```
! wB97M-V def2-TZVPD RIJCOSX def2/J DEFGRID3
* xyz 0 1
Pt 0.918 0.946 0.279
C -1.385 -4.879 1.192
C -1.548 -4.662 -0.167
C -1.086 -3.488 -0.747
C -0.464 -2.517 0.034
C -0.283 -2.756 1.394
C -0.744 -3.926 1.972
P 0.324 -1.040 -0.672
C -0.609 -0.582 -2.153
C -1.970 -0.860 -2.250
C -2.699 -0.354 -3.318
C -2.082 0.414 -4.292
C -0.724 0.690 -4.196
C 0.008 0.199 -3.129
C 2.077 -1.429 -0.536
C 2.884 -2.518 -0.825
C 4.214 -2.439 -0.440
C 4.686 -1.294 0.204
C 3.859 -0.214 0.483
C 2.514 -0.255 0.107
H -1.748 -5.794 1.642
H -2.031 -5.409 -0.784
H -1.201 -3.343 -1.813
H 0.226 -2.014 1.999
H -0.607 -4.093 3.032
H -2.483 -1.418 -1.480
H -3.760 -0.559 -3.377
H -2.660 0.811 -5.116
H -0.237 1.299 -4.946
H 1.063 0.431 -3.044
H 2.484 -3.407 -1.295
H 4.887 -3.264 -0.632
H 5.729 -1.252 0.495
H 4.270 0.655 0.983
C 3.919 3.649 0.028
Sb 1.974 3.235 0.785
C 0.927 4.949 0.132
C 2.326 3.715 2.828
H 4.212 4.659 0.310
H 3.916 3.564 -1.057
H 4.639 2.938 0.430
H 1.437 5.839 0.499
H -0.093 4.900 0.507
H 0.896 4.959 -0.955
H 2.852 4.666 2.900
H 2.925 2.929 3.285
H 1.375 3.787 3.353
O -2.758 3.132 0.004
C -2.029 2.201 0.313
O -0.753 2.212 0.101
C -2.657 0.983 0.948
C -3.947 0.636 0.550
C -4.586 -0.457 1.111
C -3.955 -1.198 2.103
C -2.685 -0.838 2.525
C -2.032 0.240 1.941
H -4.430 1.245 -0.202
H -5.584 -0.724 0.787
H -4.460 -2.040 2.559
H -2.201 -1.397 3.315
H -1.052 0.539 2.298
*
```

Values from the calculation:
energy relative to the best compared isomer or geometry (same formula, charge and spin) = 73.2 kJ/mol

Atomic partial charges in e from the Löwdin method, atoms 1 to 2:
1. Pt 0.7041
2. C -0.0794


A molecular structure, C28H29AlN2O6PS3 at a distorted geometry. Source: OMol25; level of theory: ωB97M-V with the def2-TZVPD basis set.

The geometry in ORCA input format:
```
! wB97M-V def2-TZVPD RIJCOSX def2/J DEFGRID3
* xyz 1 1
Al 0.192 0.206 0.005
O -2.621 1.119 2.450
C -1.781 1.083 1.587
O -1.208 0.011 1.107
C -1.242 2.352 0.954
C -1.863 3.576 1.092
C -1.326 4.664 0.422
C -0.181 4.485 -0.343
C 0.390 3.230 -0.419
N -0.127 2.180 0.226
H -2.753 3.642 1.701
H -1.796 5.636 0.483
H 0.268 5.309 -0.880
H 1.273 3.051 -1.020
C -0.893 -2.484 2.996
O 0.529 -2.319 2.792
P 1.142 -1.571 1.527
O 2.693 -1.921 1.731
C 3.228 -3.247 1.822
O 1.243 0.012 1.963
C 1.390 0.483 3.315
H -0.999 -3.115 3.873
H -1.354 -2.968 2.136
H -1.377 -1.525 3.168
H 4.300 -3.131 1.952
H 3.029 -3.819 0.914
H 2.814 -3.769 2.684
H 0.501 1.050 3.589
H 2.271 1.120 3.366
H 1.511 -0.356 3.997
C 6.290 0.173 -1.612
C 4.856 0.248 -1.198
C 4.384 1.238 -0.338
C 3.049 1.270 0.001
N 2.160 0.391 -0.472
C 2.608 -0.576 -1.289
C 3.930 -0.686 -1.658
H 6.899 0.916 -1.103
H 6.372 0.331 -2.689
H 6.695 -0.819 -1.407
H 5.055 1.982 0.067
H 2.667 2.015 0.687
H 1.859 -1.270 -1.650
H 4.239 -1.486 -2.318
O -0.320 -0.195 -1.526
C -0.732 -0.137 -2.867
C -0.396 -1.456 -3.533
C -0.397 -2.689 -2.959
C -0.201 -3.737 -3.899
C -0.061 -3.276 -5.169
S -0.148 -1.563 -5.238
C 0.003 1.010 -3.562
C 1.314 1.032 -3.938
C 1.735 2.294 -4.436
C 0.728 3.207 -4.439
S -0.736 2.543 -3.843
C -2.244 0.059 -2.930
C -3.152 -0.484 -3.785
C -4.482 -0.041 -3.542
C -4.564 0.825 -2.503
S -3.025 1.109 -1.799
H -0.542 -2.840 -1.898
H -0.181 -4.785 -3.638
H 0.099 -3.839 -6.074
H 1.958 0.168 -3.876
H 2.737 2.494 -4.788
H 0.744 4.226 -4.793
H -2.900 -1.179 -4.572
H -5.336 -0.380 -4.110
H -5.434 1.317 -2.099
*
```

Atomic partial charges in e from the Löwdin method, atoms 1 to 2:
1. Al -0.1080
2. O 0.1286


Energy (eV)
-52658.8820; -93164.0689
Kohn-Sham gap (eV)
8.5417; 7.8919
Highest occupied orbital energy (eV)
-8.180; -10.704